{"formula": "C22H43MoN2OP3", "method": "ωB97M-V/def2-TZVPD", "charge": 4, "e_lumo_ev": [-13.6, -14.0], "orbital_gap_ha": [0.23048, 0.21695], "homo_energy_ev": [-19.85, -19.92], "e_tot_ha": -2139.502782, "multiplicity": 3, "elements": ["Mo", "P", "P", "P", "H", "C", "C", "H", "C", "C", "C", "C", "C", "C", "C", "C", "C", "H", "H", "H", "H", "H", "H", "H", "H", "H", "H", "H", "H", "H", "H", "H", "H", "H", "H", "H", "H", "H", "H", "H", "H", "H", "H", "H", "H", "H", "C", "C", "C", "C", "C", "C", "O", "H", "H", "H", "H", "H", "H", "N", "C", "C", "C", "N", "C", "C", "H", "H", "H", "H", "H", "H"], "coordinates": [[0.2733, 0.5597, 0.5261], [-1.2779, 1.8997, 2.0097], [1.7826, -0.0852, 2.3194], [-2.0577, 0.2348, -1.0006], [0.4325, -0.2371, -1.7701], [0.2732, -0.8871, -0.8432], [1.5211, -1.1051, -0.0008], [2.4977, -1.1039, -0.5642], [-2.4069, 0.7947, 2.9321], [-0.4572, 2.8719, 3.3274], [-2.3916, 3.2259, 1.4222], [3.1840, -1.2872, 2.2842], [2.7230, 1.4280, 2.6570], [0.9694, -0.4664, 3.9034], [-1.7747, -0.4428, -2.7137], [-3.2774, 1.5188, -1.3655], [-3.0626, -1.1647, -0.3096], [-0.5338, -1.6764, -0.8198], [1.4636, -2.0370, 0.6343], [-3.0872, 1.4357, 3.5109], [-1.8346, 0.1530, 3.6124], [-2.9852, 0.1673, 2.2426], [-1.2366, 3.5014, 3.7775], [0.3084, 3.5186, 2.8822], [-0.0139, 2.2409, 4.1043], [-2.6722, 3.8155, 2.3052], [-3.2971, 2.8316, 0.9522], [-1.8619, 3.8772, 0.7203], [3.8837, -1.0488, 3.0929], [3.7246, -1.2220, 1.3296], [2.8324, -2.3238, 2.4031], [3.5488, 1.1459, 3.3200], [2.0792, 2.1601, 3.1501], [3.1237, 1.8540, 1.7320], [1.7054, -0.9377, 4.5696], [0.1202, -1.1494, 3.7495], [0.6083, 0.4648, 4.3572], [-2.4844, 0.0080, -3.4102], [-1.8836, -1.5353, -2.7256], [-0.7743, -0.2043, -3.0946], [-3.7002, 1.3511, -2.3616], [-2.7840, 2.4938, -1.3544], [-4.0786, 1.4988, -0.6227], [-3.4479, -1.7913, -1.1313], [-3.9077, -0.7443, 0.2523], [-2.4711, -1.7999, 0.3665], [0.5200, -4.6868, -1.7894], [-0.2773, -4.9550, -0.6446], [-1.6331, -5.1942, -0.8563], [-2.0591, -5.5920, -2.1462], [-1.1844, -5.5491, -3.2440], [0.1469, -5.1982, -3.0488], [1.5174, -3.7467, -1.6892], [1.1796, -3.0213, -2.1829], [0.1278, -4.8243, 0.3686], [-2.3844, -5.0155, -0.0753], [-3.0762, -5.9599, -2.3031], [-1.5376, -5.7292, -4.2687], [0.8596, -5.0971, -3.8611], [3.3358, 4.6599, -3.0747], [2.6767, 3.7681, -2.2955], [1.3823, 4.0355, -1.7946], [0.7328, 3.0765, -1.0293], [1.3393, 1.8866, -0.7189], [2.6102, 1.6338, -1.1618], [3.2814, 2.5453, -1.9543], [2.9425, 5.5398, -3.3478], [4.2567, 4.4385, -3.4415], [0.8935, 4.9780, -2.0029], [-0.2792, 3.2143, -0.6346], [3.0498, 0.6832, -0.8533], [4.2843, 2.3081, -2.3080]], "forces_ev_per_a": [[-0.3, 2.8, -1.9], [-0.5, 0.6, 1.6], [1.3, 0.0, 1.8], [-0.7, -0.5, -0.2], [-0.3, -1.6, 1.1], [2.5, -2.0, -0.6], [-1.3, -2.2, -2.1], [-1.1, 0.4, 1.0], [0.1, 0.0, -0.1], [0.1, -0.1, 0.0], [0.0, -0.1, -0.5], [-0.4, -0.3, -0.6], [-0.2, 0.4, -0.1], [-0.2, -0.1, 0.0], [0.8, 0.2, -0.2], [0.0, 0.4, 0.1], [0.1, 0.2, 0.3], [1.1, 0.8, -0.3], [0.0, 1.1, -0.8], [0.1, -0.3, -0.1], [-0.2, 0.1, -0.1], [0.0, 0.2, 0.2], [0.3, -0.2, 0.0], [-0.2, 0.0, 0.2], [-0.1, 0.3, -0.2], [0.0, -0.2, -0.3], [0.2, 0.1, 0.1], [-0.2, 0.1, 0.1], [-0.3, 0.0, 0.0], [-0.1, 0.0, 0.4], [0.1, 0.3, 0.0], [-0.1, 0.2, -0.1], [0.2, 0.0, -0.1], [0.1, 0.0, 0.2], [-0.3, 0.1, -0.1], [0.3, 0.1, 0.2], [0.1, -0.4, -0.1], [-0.1, -0.2, 0.2], [0.0, 0.4, 0.0], [-0.4, 0.0, -0.1], [0.0, 0.1, 0.3], [-0.2, 0.0, -0.1], [0.1, 0.1, -0.1], [0.1, 0.4, 0.3], [0.2, -0.2, -0.1], [-0.2, 0.1, -0.1], [0.5, 0.1, 0.1], [-1.1, 0.3, 1.0], [0.9, 0.2, 0.4], [-0.6, 0.2, 0.0], [1.5, 0.0, -0.9], [-1.0, 0.5, -0.8], [-0.8, -2.4, 1.2], [0.2, 1.4, -1.2], [-0.2, 0.3, -0.5], [0.5, -0.7, -0.1], [0.2, 0.2, 0.1], [0.1, -0.3, 0.6], [-0.2, -0.1, -0.1], [-0.5, -1.6, 1.0], [0.9, 1.8, -1.3], [-1.3, -0.8, 1.0], [0.9, 0.9, -0.9], [-0.9, -1.1, 1.6], [0.6, 1.0, -0.8], [0.0, -1.7, 0.8], [-0.2, 0.3, 0.0], [-0.2, 0.1, 0.1], [0.0, 0.0, 0.0], [0.4, 0.1, -0.2], [-0.1, 0.6, -0.2], [-0.2, 0.0, 0.1]]}